# C4H10N3

A gas-phase ion, C4H10N3 (charge +1) (ωB97M-V with the def2-TZVPD basis set, the Open Molecules 2025 dataset).

Computed properties:
- SMILES = C[C@@]1(N)C=C[NH2+]N1
- ΔE to the lowest compared entry with this formula, charge and spin (kcal/mol) = 75.87
- E_LUMO (eV) = -3.4373
- molecular weight (g/mol) = 100.145
- gap between HOMO and LUMO (eV) = 10.8
- highest occupied orbital energy (hartree) = -0.5218

The geometry in ORCA input format:
```
! wB97M-V def2-TZVPD RIJCOSX def2/J DEFGRID3
* xyz 1 1
C -0.31807 -1.27733 -0.27333
C -1.60998 -0.90283 -0.00398
C 0.52833 -0.06279 -0.23851
C 1.10094 0.01740 1.25759
N -0.44726 1.06678 -0.34552
N 1.52107 -0.05895 -1.18184
N -1.78359 0.54574 0.06899
H 0.04223 -2.26838 -0.56585
H -2.56741 -1.50495 0.07068
H 1.64346 0.88067 1.35723
H 1.58824 -0.89040 1.45259
H 0.30502 0.15354 1.88243
H -0.39576 1.30861 -1.29764
H 1.14653 -0.22405 -2.10722
H 2.26989 0.62274 -1.26801
H -2.45182 0.89407 -0.48132
H -1.96145 0.84546 1.02295
*
```

So, what does the natural (NBO) scheme give us? The charges, in e, come out as: -0.1232 -0.1129 0.1996 -0.5691 -0.4324 -0.8235 -0.3590 0.2814 0.2635 0.2283 0.2288 0.1912 0.3808 0.3727 0.4140 0.4240 0.4358